Record 1
Formula: C2H11N2O3
Source: OMol25
Level of theory: the ωB97M-V functional and the def2-TZVPD basis

CARTESIAN COORDINATES (ANGSTROEM)
N -0.28297 -0.35554 0.61167
C -0.55134 1.11954 0.04714
C -1.38375 0.92440 -1.25456
N -2.13866 1.86264 -1.77224
O -1.34439 -0.20125 -1.71366
H 0.28763 -0.91730 -0.06379
H 0.22517 -0.23985 1.47858
H -1.18737 -0.85315 0.92756
H 0.29941 1.66972 -0.05111
H -1.13410 1.73255 0.73309
H -2.16129 2.71053 -1.12899
H -3.04037 1.64002 -2.16610
H 2.22568 -2.06101 -1.96688
H 2.48371 -2.63911 -0.60082
O 2.08096 -1.97078 -0.95034
H 2.51659 -0.71500 2.19670
H 1.54892 -0.90164 3.28612
O 1.55617 -0.80476 2.38764

Properties
- ΔE to the lowest compared entry with this formula, charge and spin: 38.0 kcal per mole
- LUMO: -3.06 eV
- Gap between HOMO and LUMO: 10.964 eV
- Total charge: +1
- Largest force on an atom: 9.4 eV/A
- Molecular weight: 111.12 g mol⁻¹

Record 2
Formula: C33H49As2BrF6IN2S2SiSn
Source: OMol25
Level of theory: the ωB97M-V functional and the def2-TZVPD basis

CARTESIAN COORDINATES (ANGSTROEM)
Sn 0.26526 -0.15928 0.25732
S 0.34821 2.03429 1.44456
C -0.70972 1.91238 2.86225
C -0.36433 2.74293 3.93692
C -1.19550 2.86826 5.03277
C -2.39300 2.16380 5.09699
C -2.73559 1.32412 4.05419
C -1.89618 1.17934 2.94954
As -2.36869 -0.05653 1.53893
C -2.61028 -1.72126 2.52304
C -2.14710 -1.87965 3.82641
C -2.24281 -3.11414 4.45378
C -2.80280 -4.19596 3.79032
C -3.25685 -4.04491 2.48837
C -3.15578 -2.81462 1.85422
C -4.18891 0.51946 1.19170
C -4.34703 1.82582 0.73854
C -5.61656 2.33271 0.50924
C -6.73318 1.53890 0.73476
C -6.57468 0.23983 1.19275
C -5.30406 -0.27530 1.41952
H 0.55979 3.30435 3.88830
H -0.90777 3.52599 5.84313
H -3.04723 2.26990 5.95208
H -3.66400 0.76549 4.09661
H -1.70771 -1.04806 4.36070
H -1.87238 -3.22740 5.46449
H -2.87807 -5.15580 4.28444
H -3.68001 -4.88670 1.95571
H -3.48234 -2.72629 0.82492
H -3.48296 2.46229 0.57721
H -5.73016 3.34948 0.15575
H -7.72428 1.93639 0.55864
H -7.44196 -0.37997 1.38120
H -5.19979 -1.28504 1.79334
C 0.53085 -2.04059 -4.58648
N 0.08760 -1.87328 -3.21798
C -0.67409 -2.72494 -2.55639
N -1.16241 -3.78005 -3.24261
S -1.08459 -2.58112 -0.90542
H 1.14863 -1.18507 -4.84356
H -0.31647 -2.07929 -5.27399
H 1.14747 -2.93647 -4.70220
H 0.54991 -1.16247 -2.67177
H -0.79923 -4.02840 -4.14645
H -1.65123 -4.48053 -2.71494
I 2.56243 -2.59032 1.95480
C 0.76744 -1.52802 2.02365
H 0.75928 -0.83463 2.86401
H -0.05813 -2.22848 2.09496
F 2.21093 -1.54239 -1.42185
As 3.35330 -0.23803 -1.76382
F 2.65554 0.51036 -0.30369
F 2.09196 0.54766 -2.67656
F 4.41363 1.08779 -1.97390
F 3.87392 -1.03911 -3.19644
F 4.52016 -1.06389 -0.81483
C -1.44533 4.28743 -6.01906
C -1.58995 2.97160 -5.23346
C -2.95890 2.38038 -5.58780
C -0.52271 1.99310 -5.74833
Si -1.40592 3.28814 -3.34505
Br -1.19430 1.23771 -2.35339
C -2.98697 4.00570 -2.52966
C -4.14358 2.99633 -2.47728
C -2.69484 4.39275 -1.07219
C -3.48703 5.24918 -3.28651
C 0.19031 4.24648 -2.88286
C 1.36708 3.92468 -3.81738
C 0.64790 3.93007 -1.45195
C -0.07433 5.76099 -2.98684
H -1.54970 4.07596 -7.08908
H -0.47073 4.75059 -5.88379
H -2.21031 5.02268 -5.76305
H -2.97269 2.15799 -6.66036
H -3.77641 3.07470 -5.39890
H -3.17069 1.44798 -5.05930
H -0.79138 1.69205 -6.76664
H -0.45470 1.08808 -5.14412
H 0.46958 2.43928 -5.79045
H -3.91606 2.14303 -1.83754
H -4.43933 2.61190 -3.44824
H -5.01699 3.50355 -2.05121
H -2.29302 3.55452 -0.49590
H -3.63381 4.70408 -0.59939
H -1.99898 5.22488 -0.97278
H -3.87956 4.99456 -4.27195
H -2.72805 6.02137 -3.41080
H -4.31237 5.69879 -2.72357
H 1.62043 2.86427 -3.82934
H 2.24497 4.46208 -3.44501
H 1.19830 4.26416 -4.83739
H 0.91239 2.87989 -1.33726
H -0.09158 4.18394 -0.69215
H 1.55491 4.50712 -1.24358
H -0.38017 6.06626 -3.99032
H 0.85768 6.29139 -2.76366
H -0.81998 6.11969 -2.27861

Properties
- ΔE to the lowest compared entry with this formula, charge and spin: 14.5 kcal per mole
- LUMO (spin up / spin down): 0.18 / -2.07 eV
- Gap between HOMO and LUMO (spin up / spin down): 7.830 / 5.929 eV
- Total charge: 0
- Largest force on an atom: 1.3 eV/A
- 2S+1: 2
- Expectation value of S²: 0.7575
- Molecular weight: 1155.34 g mol⁻¹

Record 3
Formula: C2H9NO4
Source: OMol25
Level of theory: the ωB97M-V functional and the def2-TZVPD basis

CARTESIAN COORDINATES (ANGSTROEM)
C 1.66975 -1.39627 1.92788
N 1.86072 -1.80312 0.53221
C 1.63476 -0.95383 -0.52560
O 2.35122 -0.95582 -1.49384
O 0.45458 -0.28386 -0.43418
H 0.85010 -0.69736 2.06978
H 2.60735 -0.97985 2.28963
H 1.36431 -2.25954 2.52128
H 2.71068 -2.33827 0.40109
H 0.08831 -0.34419 -1.33526
O -2.94919 0.58622 -1.45353
H -3.84023 0.21600 -1.49851
H -2.99030 1.52346 -1.21234
O -2.22232 3.11421 -0.36768
H -1.32989 2.81220 -0.35072
H -2.25988 3.76001 -1.07022

Properties
- ΔE to the lowest compared entry with this formula, charge and spin: 8.3 kcal per mole
- LUMO: 0.54 eV
- Gap between HOMO and LUMO: 10.280 eV
- Total charge: 0
- Largest force on an atom: 1.2 eV/A
- SMILES string: CNC(=O)O.O.O
- Molecular weight: 111.10 g mol⁻¹

largest force on an atom of number 3 (C2H9NO4)?
1.2 eV/A

The lowest largest force on an atom belongs to which entry?
C2H9NO4

Repeat the first record exactly.
Formula: C2H11N2O3
Source: OMol25
Level of theory: the ωB97M-V functional and the def2-TZVPD basis

CARTESIAN COORDINATES (ANGSTROEM)
N -0.28297 -0.35554 0.61167
C -0.55134 1.11954 0.04714
C -1.38375 0.92440 -1.25456
N -2.13866 1.86264 -1.77224
O -1.34439 -0.20125 -1.71366
H 0.28763 -0.91730 -0.06379
H 0.22517 -0.23985 1.47858
H -1.18737 -0.85315 0.92756
H 0.29941 1.66972 -0.05111
H -1.13410 1.73255 0.73309
H -2.16129 2.71053 -1.12899
H -3.04037 1.64002 -2.16610
H 2.22568 -2.06101 -1.96688
H 2.48371 -2.63911 -0.60082
O 2.08096 -1.97078 -0.95034
H 2.51659 -0.71500 2.19670
H 1.54892 -0.90164 3.28612
O 1.55617 -0.80476 2.38764

Properties
- ΔE to the lowest compared entry with this formula, charge and spin: 38.0 kcal per mole
- LUMO: -3.06 eV
- Gap between HOMO and LUMO: 10.964 eV
- Total charge: +1
- Largest force on an atom: 9.4 eV/A
- Molecular weight: 111.12 g mol⁻¹